Entry 1:
Computed, not measured: a 10-piece molecular cluster, C13H44F6O9P overall, with ωB97M-V/def2-TZVPD.

CARTESIAN COORDINATES (ANGSTROEM)
1 P -0.25 -0.58 -0.26
2 F -0.79 0.94 -0.26
3 F 0.52 -0.25 -1.67
4 F 1.12 -0.25 0.51
5 F 0.19 -2.14 -0.30
6 F -1.06 -0.78 1.15
7 F -1.59 -1.04 -1.05
8 C -2.18 -5.00 1.35
9 O -2.58 -3.72 1.80
10 H -1.09 -5.08 1.34
11 H -2.64 -5.78 1.95
12 H -2.51 -5.17 0.32
13 H -2.25 -3.09 1.15
14 C 1.75 -2.27 3.02
15 O 0.46 -2.79 2.77
16 H 2.13 -2.70 3.94
17 H 2.41 -2.43 2.16
18 H 1.66 -1.19 3.16
19 H 0.03 -2.32 2.06
20 C -1.00 -0.82 -4.70
21 O -1.79 -0.19 -3.71
22 H -1.58 -0.79 -5.63
23 H -0.02 -0.35 -4.77
24 H -0.90 -1.90 -4.52
25 H -1.72 -0.54 -2.81
26 C 2.40 2.36 -0.66
27 O 2.48 3.49 -1.55
28 H 2.13 1.50 -1.25
29 H 3.38 2.23 -0.19
30 H 1.74 2.56 0.18
31 H 3.29 3.97 -1.43
32 C 4.03 -1.42 -2.72
33 C 2.91 -1.99 -3.59
34 C 3.28 -2.44 -5.01
35 O 2.29 -3.09 -2.93
36 H 4.78 -0.97 -3.38
37 H 4.52 -2.20 -2.13
38 H 3.70 -0.64 -2.04
39 H 2.18 -1.18 -3.67
40 H 2.35 -2.46 -5.57
41 H 3.73 -3.44 -5.05
42 H 4.02 -1.79 -5.47
43 H 1.67 -2.78 -2.26
44 C -0.23 1.02 3.98
45 C 0.53 1.73 5.08
46 C 1.47 2.87 4.68
47 O -0.41 2.31 6.04
48 H -1.07 1.59 3.60
49 H -0.59 0.02 4.23
50 H 0.44 0.91 3.12
51 H 1.08 1.05 5.73
52 H 2.17 2.55 3.89
53 H 1.93 3.34 5.53
54 H 0.86 3.58 4.10
55 H -0.96 2.91 5.52
56 C -3.90 2.52 0.11
57 C -3.55 2.23 1.57
58 C -3.40 0.72 1.75
59 O -2.33 2.88 1.94
60 H -3.15 1.99 -0.48
61 H -3.95 3.58 -0.16
62 H -4.89 2.13 -0.14
63 H -4.42 2.59 2.12
64 H -3.33 0.45 2.81
65 H -2.55 0.28 1.23
66 H -4.28 0.20 1.35
67 H -1.66 2.40 1.43
68 O -2.62 2.42 -2.88
69 H -2.20 1.55 -2.72
70 H -2.04 3.04 -2.44
71 O 0.65 1.99 -3.47
72 H 0.95 2.48 -2.70
73 H 0.26 1.18 -3.10

Calculated values
* frontier orbital gap: 10.027 eV
* electronic energy: -58223.242 eV
* ΔE to the lowest compared entry with this formula, charge and spin: 152.3 kJ/mol
* total charge: -1

***

Entry 2:
Computed, not measured: a 2-piece molecular cluster, C5H11NO2 overall, with ωB97M-V/def2-TZVPD.

CARTESIAN COORDINATES (ANGSTROEM)
1 C -1.27 -1.94 0.22
2 N -1.05 -0.76 0.95
3 C -0.15 0.16 0.16
4 C 1.20 0.16 0.62
5 C 1.52 -1.15 -0.03
6 O 1.60 1.51 0.18
7 C -0.77 1.01 -0.74
8 O -2.03 1.26 -0.67
9 H -2.15 -2.59 0.70
10 H -1.61 -1.56 -0.81
11 H -0.32 -2.43 0.09
12 H -1.77 -0.08 0.90
13 H 4.18 0.51 -2.13
14 H 1.13 0.26 1.74
15 H 1.44 -1.37 -1.09
16 H 1.79 -1.94 0.63
17 H 3.82 -0.15 -2.11
18 H 1.32 1.33 -0.70
19 H -0.16 1.76 -1.37

Calculated values
* frontier orbital gap: 6.870 eV
* electronic energy: -10941.170 eV
* ΔE to the lowest compared entry with this formula, charge and spin: 781.2 kJ/mol

***

Entry 3:
Computed, not measured: C19H36Br4IrNO3Si4 as an isolated structure, with ωB97M-V/def2-TZVPD.

CARTESIAN COORDINATES (ANGSTROEM)
1 Ir 0.13 -0.06 0.03
2 Br 4.65 3.76 3.71
3 C 3.16 3.23 2.68
4 C 2.03 4.04 2.61
5 Br 1.97 5.70 3.51
6 C 0.94 3.62 1.86
7 Br -0.64 4.65 1.69
8 C 0.95 2.40 1.19
9 O -0.09 1.96 0.48
10 C 2.08 1.60 1.25
11 O 2.05 0.45 0.58
12 C 3.18 2.03 1.98
13 Br 4.69 0.90 1.97
14 C -4.93 -0.74 0.93
15 N -3.49 -0.55 0.87
16 C -3.06 0.84 0.70
17 C -2.62 -1.54 1.04
18 C -3.13 -2.92 1.37
19 O -1.38 -1.43 0.93
20 H -5.41 0.17 0.56
21 H -5.28 -0.92 1.95
22 H -5.25 -1.56 0.29
23 H -3.52 1.26 -0.19
24 H -1.99 0.91 0.60
25 H -3.36 1.43 1.57
26 H -4.21 -2.98 1.48
27 H -2.66 -3.24 2.29
28 H -2.80 -3.60 0.58
29 C 3.34 0.45 -2.43
30 Si 1.76 1.14 -3.15
31 C 1.39 2.88 -2.55
32 C 1.81 1.06 -5.03
33 Si -0.04 -0.31 -2.26
34 Si -1.93 0.71 -3.26
35 C -3.35 -0.41 -2.65
36 C -2.05 0.83 -5.13
37 C -2.20 2.43 -2.52
38 Si 0.27 -2.52 -3.04
39 C -1.10 -3.53 -2.22
40 C 1.93 -3.14 -2.39
41 C 0.17 -2.82 -4.90
42 H 4.18 1.14 -2.57
43 H 3.61 -0.50 -2.90
44 H 3.23 0.28 -1.36
45 H 2.28 3.50 -2.57
46 H 1.01 2.86 -1.53
47 H 0.63 3.37 -3.17
48 H 2.63 1.67 -5.42
49 H 0.88 1.43 -5.48
50 H 1.96 0.04 -5.38
51 H -3.51 -1.24 -3.35
52 H -4.30 0.12 -2.56
53 H -3.10 -0.84 -1.68
54 H -1.90 -0.15 -5.60
55 H -1.30 1.50 -5.53
56 H -3.03 1.20 -5.44
57 H -1.72 2.51 -1.54
58 H -3.26 2.66 -2.39
59 H -1.78 3.20 -3.16
60 H -1.11 -3.33 -1.14
61 H -0.96 -4.61 -2.36
62 H -2.08 -3.26 -2.62
63 H 2.09 -2.77 -1.38
64 H 2.76 -2.77 -3.01
65 H 1.98 -4.23 -2.37
66 H -0.80 -2.51 -5.30
67 H 0.31 -3.88 -5.12
68 H 0.94 -2.26 -5.44

Calculated values
* frontier orbital gap (alpha / beta): 6.173 / 6.140 eV
* electronic energy: -342440.007 eV